The following is a quantum chemistry calculation of a 5-piece molecular cluster, C32H62FN2O7P2 overall in a non-equilibrium geometry, from OMol25.

Results
Largest force on an atom, eV Å⁻¹: 1.32
Orbital gap, eV: 6.103
Net charge: -1
E_LUMO, Eh: 0.069

```
106
C32H62FN2O7P2 (ωB97M-V/def2-TZVPD)
C -3.73195 -3.59677 6.59029
C -4.65534 -4.68065 6.12194
O -5.56637 -5.08418 6.78495
O -4.34697 -5.14023 4.91117
C -5.42372 -5.73788 4.17522
C -6.40719 -4.69428 3.65747
C -6.11289 -4.19577 2.21465
C -5.84149 -2.69397 2.16359
P -6.02483 -1.93696 0.39185
F -4.95723 -3.14157 -0.12895
C -6.09018 -1.26332 -1.38881
C -4.75076 -1.21750 -2.16196
C -4.33858 0.19780 -2.62518
C -2.81772 0.42832 -2.68539
C -2.38886 1.72252 -2.01300
N -0.94140 1.94776 -2.16133
P -4.23724 -0.58863 0.91402
O -2.88022 -1.21796 0.81542
C -7.32563 -0.64770 1.00571
C -7.18007 0.73927 1.02837
C -8.21557 1.54650 1.50222
N -9.39233 1.09416 1.93397
C -9.54216 -0.23135 1.89009
C -8.56293 -1.12360 1.45882
H -3.41613 -3.84085 7.59785
H -4.29150 -2.66666 6.60108
H -2.89275 -3.49774 5.91171
H -5.94493 -6.47361 4.78211
H -4.96385 -6.26833 3.34810
H -6.35884 -3.83499 4.32381
H -7.41843 -5.08773 3.72944
H -6.93029 -4.46033 1.54849
H -5.20232 -4.69139 1.89332
H -4.79046 -2.55832 2.43453
H -6.41550 -2.13758 2.90310
H -7.12320 -2.84589 0.11301
H -6.76686 -1.93926 -1.91109
H -6.55360 -0.27948 -1.44925
H -3.93597 -1.68752 -1.61865
H -4.88391 -1.79863 -3.07433
H -4.81749 0.95047 -1.99846
H -4.73752 0.33955 -3.63024
H -2.48050 0.46877 -3.71875
H -2.29295 -0.38341 -2.18513
H -2.65746 1.68586 -0.95768
H -2.94174 2.55920 -2.44294
H -0.45218 1.83359 -1.28529
H -0.74281 2.85527 -2.54975
H -4.45549 -0.09426 2.23215
H -4.29271 0.60192 0.13441
H -6.27493 1.20530 0.66570
H -8.06888 2.62042 1.52342
H -10.49977 -0.62124 2.21622
H -8.76201 -2.18617 1.45440
C 3.47295 0.32798 -1.76927
C 4.09430 1.46426 -0.96007
C 2.86011 2.20028 -0.46104
O 1.83903 1.21596 -0.30577
C 2.24623 -0.00606 -0.93147
H 4.13510 -0.52014 -1.91346
H 3.17301 0.69076 -2.75334
H 4.65876 1.06320 -0.11411
H 4.75934 2.10309 -1.54100
H 2.51947 2.94511 -1.19179
H 3.02510 2.69904 0.49527
H 2.48807 -0.73133 -0.14570
H 1.41678 -0.39794 -1.51972
C 7.06889 -1.25681 -5.56080
C 7.66147 -0.13761 -4.70631
C 6.40764 0.56225 -4.19987
O 5.39864 -0.44918 -4.09959
C 5.83515 -1.63977 -4.75302
H 7.74565 -2.09557 -5.72018
H 6.77364 -0.86605 -6.53738
H 8.22092 -0.56179 -3.86908
H 8.32451 0.53067 -5.25434
H 6.06510 1.32603 -4.90631
H 6.54615 1.03170 -3.23101
H 6.07929 -2.38916 -3.99097
H 5.02407 -2.02809 -5.37023
C 4.49886 0.35511 4.40115
C 3.29606 1.28841 4.51599
C 3.73480 2.46430 3.65468
O 4.57826 1.92372 2.63542
C 4.91579 0.57204 2.95307
H 4.26858 -0.68606 4.62097
H 5.29390 0.67987 5.07708
H 2.41287 0.81448 4.08377
H 3.06041 1.57990 5.53838
H 4.31291 3.19169 4.23637
H 2.89663 2.98195 3.18688
H 4.36406 -0.09292 2.27960
H 5.98412 0.42338 2.78837
C 7.83183 5.31496 -1.86006
C 8.23497 5.50630 -3.32012
C 8.34608 4.06513 -3.79961
O 7.39787 3.31362 -3.04131
C 6.91280 4.10469 -1.95053
H 7.34175 6.18265 -1.42174
H 8.71078 5.07789 -1.25632
H 7.44114 6.02435 -3.86262
H 9.15933 6.06678 -3.45238
H 9.34634 3.65956 -3.60967
H 8.12346 3.95200 -4.86182
H 5.88215 4.40409 -2.16805
H 6.91152 3.50028 -1.04330
```